1.
{
  "formula": "C23H16AsCl5NS5Tc",
  "method": "ωB97M-V/def2-TZVPD",
  "orbital_gap_ev": [5.370, 5.375],
  "lumo_ev": [-8.8, -8.8],
  "e_homo_ev": [-14.1, -14.1],
  "total_charge": 2,
  "elements": ["Tc", "C", "C", "C", "C", "C", "C", "C", "C", "S", "C", "N", "C", "C", "C", "C", "C", "C", "C", "C", "H", "H", "H", "H", "H", "H", "H", "H", "H", "H", "H", "H", "H", "H", "H", "H", "Cl", "C", "C", "C", "Cl", "C", "Cl", "C", "Cl", "C", "Cl", "S", "As", "S", "S", "S"],
  "xyz": [[-1.839, 0.296, -0.033], [4.667, -1.242, -2.590], [3.392, -0.497, -3.014], [3.690, 0.378, -4.241], [2.335, -1.534, -3.398], [2.925, 0.403, -1.875], [3.824, 1.336, -1.321], [3.451, 2.219, -0.335], [2.142, 2.158, 0.135], [1.391, 3.157, 1.337], [-0.053, 2.295, 1.133], [-0.014, 1.301, 0.263], [1.237, 1.223, -0.367], [1.627, 0.364, -1.395], [-1.328, 2.548, 1.765], [-1.610, 3.673, 2.525], [-2.886, 3.840, 3.042], [-3.864, 2.887, 2.795], [-3.578, 1.746, 2.057], [-2.313, 1.578, 1.495], [4.957, -1.947, -3.370], [4.513, -1.802, -1.665], [5.507, -0.565, -2.440], [4.017, -0.247, -5.072], [4.483, 1.098, -4.036], [2.804, 0.931, -4.558], [2.734, -2.184, -4.177], [1.429, -1.074, -3.801], [2.063, -2.169, -2.548], [4.835, 1.384, -1.700], [4.152, 2.943, 0.057], [0.917, -0.296, -1.867], [-0.848, 4.422, 2.702], [-3.115, 4.712, 3.638], [-4.859, 3.019, 3.199], [-4.362, 1.013, 1.931], [-0.665, -0.640, 3.353], [-2.155, -1.244, 2.740], [-2.584, -0.842, 1.488], [-3.820, -1.264, 1.074], [-4.135, -0.523, -0.508], [-4.676, -2.087, 1.772], [-6.181, -2.542, 1.117], [-4.214, -2.521, 3.022], [-5.190, -3.567, 3.949], [-2.966, -2.096, 3.503], [-2.429, -2.616, 5.038], [0.843, -4.176, -0.177], [-1.149, -5.309, -0.516], [0.277, -2.524, 0.843], [-0.812, -1.537, -0.504], [-2.565, -3.876, -0.464]],
  "atomic_forces_ev_per_a": [[0.12, 0.15, -0.39], [0.01, 0.00, 0.00], [-0.01, -0.05, 0.01], [0.03, 0.01, -0.02], [-0.03, 0.00, -0.01], [0.00, 0.03, -0.02], [-0.01, 0.02, -0.03], [-0.02, 0.00, 0.00], [0.02, -0.04, 0.00], [-0.03, -0.05, -0.01], [0.04, -0.03, -0.01], [-0.12, 0.13, 0.01], [0.04, -0.06, 0.03], [0.06, 0.02, -0.03], [-0.02, 0.02, 0.08], [-0.01, -0.04, -0.04], [-0.02, -0.01, 0.00], [0.02, 0.08, 0.03], [-0.06, -0.10, -0.14], [0.25, 0.20, 0.26], [0.00, 0.01, -0.01], [-0.02, -0.01, -0.01], [-0.01, 0.01, 0.02], [0.00, 0.00, 0.00], [-0.01, 0.00, 0.00], [-0.01, -0.01, 0.00], [0.00, 0.01, 0.00], [0.01, 0.01, 0.01], [0.00, -0.01, 0.01], [0.01, 0.00, 0.01], [0.00, -0.01, 0.00], [-0.04, 0.00, 0.01], [0.01, -0.01, -0.01], [-0.01, -0.01, 0.00], [0.00, -0.01, -0.01], [0.02, -0.01, -0.01], [0.05, 0.00, 0.04], [-0.03, -0.01, -0.08], [-0.16, -0.15, 0.40], [-0.01, 0.06, -0.16], [-0.23, -0.21, 0.02], [0.06, 0.03, -0.01], [0.00, 0.00, 0.01], [-0.03, -0.02, -0.01], [0.00, 0.00, 0.01], [0.00, -0.01, 0.01], [-0.01, 0.01, 0.00], [-0.02, 0.01, 0.02], [0.05, -0.06, -0.04], [0.02, 0.00, 0.06], [0.04, -0.01, -0.08], [0.01, 0.12, 0.05]],
  "lowdin_charge": [0.97, -0.03, -0.55, -0.03, -0.06, -0.14, 0.01, -0.04, -0.43, 1.23, -0.54, -0.07, -0.27, -0.01, -0.24, 0.00, -0.01, -0.02, -0.06, -0.20, 0.10, 0.09, 0.08, 0.10, 0.09, 0.10, 0.10, 0.09, 0.07, 0.12, 0.13, 0.04, 0.12, 0.13, 0.13, 0.10, 0.75, -0.70, -0.50, -0.73, 0.77, -0.73, 0.78, -0.69, 0.77, -0.68, 0.77, 0.06, 0.55, 0.12, 0.28, 0.11]
}

***

2.
{
  "formula": "C23H16AsI2N2O6S2W",
  "method": "ωB97M-V/def2-TZVPD",
  "orbital_gap_ev": 5.368,
  "lumo_ev": -11.8,
  "e_homo_ev": -17.2,
  "total_charge": 3,
  "elements": ["W", "I", "C", "I", "H", "H", "O", "As", "O", "O", "C", "C", "C", "C", "C", "C", "S", "O", "O", "O", "H", "H", "H", "H", "H", "S", "C", "N", "C", "C", "C", "C", "C", "C", "H", "H", "H", "H", "H", "N", "C", "C", "C", "C", "C", "C", "C", "C", "C", "H", "H", "H", "H"],
  "xyz": [[0.599, -1.390, -0.235], [1.464, -2.719, 2.411], [1.841, -4.647, 1.631], [1.543, -4.337, -0.442], [1.119, -5.357, 2.015], [2.874, -4.922, 1.808], [-1.598, 1.510, -2.915], [-0.880, -0.043, -2.986], [-1.865, -1.300, -3.055], [-0.170, -0.121, -1.177], [0.780, 0.330, -3.842], [0.736, 1.372, -4.756], [1.884, 1.730, -5.463], [3.077, 1.062, -5.255], [3.141, 0.019, -4.335], [2.002, -0.343, -3.634], [2.164, -1.701, -2.557], [3.211, -2.561, -2.942], [0.787, -2.257, -2.374], [2.375, -1.150, -1.089], [-2.568, 1.465, -2.891], [-0.185, 1.911, -4.933], [1.826, 2.533, -6.185], [3.963, 1.337, -5.809], [4.065, -0.522, -4.181], [-3.443, -3.623, -0.520], [-1.800, -3.341, -0.519], [-1.382, -2.187, -0.004], [-2.494, -1.411, 0.404], [-2.504, -0.119, 0.927], [-3.719, 0.447, 1.261], [-4.926, -0.238, 1.083], [-4.933, -1.509, 0.549], [-3.708, -2.073, 0.209], [-1.131, -4.063, -0.952], [-1.597, 0.449, 1.063], [-3.737, 1.448, 1.670], [-5.858, 0.235, 1.359], [-5.857, -2.050, 0.394], [1.329, 5.552, 6.760], [1.251, 4.727, 5.964], [1.155, 3.704, 4.976], [0.672, 4.034, 3.694], [0.577, 3.058, 2.743], [0.966, 1.721, 3.055], [1.453, 1.409, 4.360], [1.545, 2.390, 5.305], [0.887, 0.755, 2.093], [0.802, -0.128, 1.202], [0.388, 5.055, 3.480], [0.218, 3.288, 1.749], [1.752, 0.395, 4.588], [1.912, 2.179, 6.299]],
  "atomic_forces_ev_per_a": [[-0.20, -0.16, 0.02], [-0.08, 0.11, -0.01], [0.00, -0.03, -0.04], [0.05, -0.08, 0.01], [0.04, -0.04, 0.02], [-0.01, -0.05, 0.03], [-0.01, -0.04, 0.00], [0.05, -0.08, 0.07], [-0.04, 0.01, 0.00], [-0.09, 0.22, -0.14], [0.12, 0.08, -0.10], [-0.02, -0.04, 0.05], [0.07, -0.02, -0.01], [-0.05, 0.05, -0.03], [-0.03, -0.04, 0.05], [-0.02, 0.02, -0.04], [-0.08, 0.13, 0.09], [0.00, -0.03, 0.02], [0.05, -0.03, 0.00], [0.10, -0.03, -0.21], [0.00, 0.01, 0.00], [0.00, 0.00, 0.00], [0.02, 0.00, 0.00], [0.00, 0.00, 0.00], [0.00, 0.00, 0.00], [0.06, 0.07, 0.02], [-0.09, 0.05, -0.07], [0.24, -0.10, 0.02], [-0.04, 0.01, 0.03], [0.01, 0.07, 0.04], [-0.01, 0.00, 0.00], [0.02, -0.02, -0.01], [-0.01, 0.02, 0.01], [-0.01, -0.09, -0.04], [0.01, -0.03, -0.01], [0.01, -0.03, 0.00], [-0.01, 0.00, 0.00], [0.00, 0.00, 0.00], [-0.01, 0.01, 0.01], [0.00, 0.01, 0.01], [0.02, 0.03, 0.04], [-0.03, -0.09, -0.11], [0.02, 0.03, 0.07], [-0.02, 0.00, -0.07], [0.02, 0.06, -0.02], [0.01, -0.08, -0.02], [0.00, 0.06, 0.03], [0.12, 0.04, 0.03], [-0.18, 0.04, 0.21], [0.00, 0.00, -0.01], [0.00, 0.01, 0.00], [0.00, 0.01, 0.02], [0.00, -0.01, 0.00]],
  "lowdin_charge": [1.49, 1.12, -0.96, 1.23, 0.01, 0.01, -0.17, 1.12, -0.34, -0.48, -0.24, -0.04, 0.01, 0.01, 0.00, -0.27, 0.57, -0.19, -0.54, -0.47, 0.10, 0.12, 0.14, 0.14, 0.14, 1.25, -0.48, -0.16, -0.29, -0.02, -0.03, -0.02, -0.03, -0.42, 0.01, 0.07, 0.12, 0.13, 0.13, 0.27, -0.12, -0.13, 0.04, 0.05, -0.20, 0.05, 0.04, 0.00, -0.33, 0.15, 0.14, 0.13, 0.15]
}

***

3.
{
  "formula": "C23H16AuIPS3",
  "method": "ωB97M-V/def2-TZVPD",
  "orbital_gap_ev": [5.751, 5.752],
  "lumo_ev": [-5.6, -5.6],
  "e_homo_ev": [-11.3, -11.3],
  "total_charge": 1,
  "elements": ["Au", "S", "C", "S", "S", "I", "C", "C", "C", "C", "C", "C", "C", "C", "C", "P", "C", "C", "C", "C", "C", "C", "C", "C", "C", "C", "C", "C", "C", "H", "H", "H", "H", "H", "H", "H", "H", "H", "H", "H", "H", "H", "H", "H", "H"],
  "xyz": [[0.854, -2.654, 0.690], [3.811, -4.385, 3.626], [2.745, -3.859, 2.545], [2.449, -2.175, 2.418], [1.740, -4.718, 1.447], [-2.023, -2.961, 1.091], [-2.847, -1.034, 1.338], [-4.034, -1.125, 2.020], [-4.857, -0.012, 2.223], [-4.483, 1.180, 1.686], [-3.266, 1.308, 0.976], [-2.983, 2.573, 0.408], [-1.849, 2.783, -0.313], [-0.931, 1.734, -0.421], [-1.130, 0.491, 0.148], [0.385, -0.495, -0.109], [0.517, -0.687, -1.903], [-0.243, -1.701, -2.493], [-0.211, -1.885, -3.865], [0.581, -1.060, -4.652], [1.334, -0.051, -4.070], [1.306, 0.140, -2.698], [1.751, 0.531, 0.475], [1.570, 1.487, 1.470], [2.668, 2.144, 2.003], [3.945, 1.852, 1.547], [4.131, 0.887, 0.565], [3.041, 0.217, 0.039], [-2.365, 0.204, 0.819], [-4.363, -2.083, 2.402], [-5.782, -0.122, 2.770], [-5.110, 2.056, 1.782], [-3.707, 3.365, 0.549], [-1.636, 3.737, -0.772], [-0.009, 1.932, -0.954], [-0.876, -2.339, -1.884], [-0.802, -2.669, -4.318], [0.609, -1.204, -5.723], [1.948, 0.591, -4.686], [1.899, 0.928, -2.255], [0.578, 1.726, 1.834], [2.521, 2.886, 2.776], [4.799, 2.370, 1.962], [5.126, 0.650, 0.215], [3.198, -0.554, -0.706]],
  "atomic_forces_ev_per_a": [[-0.41, 0.09, 0.80], [0.06, -0.17, 0.03], [0.20, -0.03, 0.32], [-0.18, 0.07, -0.71], [-0.18, 0.12, -0.11], [0.20, -0.11, -0.31], [-0.07, 0.09, 0.13], [0.16, -0.28, -0.01], [-0.02, 0.22, -0.06], [-0.03, -0.10, 0.05], [-0.02, 0.01, 0.02], [0.10, -0.01, -0.07], [-0.14, 0.01, 0.07], [0.04, -0.10, 0.03], [0.07, 0.02, -0.15], [0.14, 0.03, -0.02], [-0.03, -0.06, -0.03], [0.05, 0.06, 0.04], [0.01, 0.01, -0.01], [-0.01, -0.01, -0.02], [0.02, 0.01, -0.08], [-0.04, 0.00, 0.06], [0.04, 0.03, 0.00], [-0.06, -0.02, -0.03], [0.10, 0.03, 0.02], [-0.04, 0.02, 0.02], [0.02, 0.03, 0.00], [-0.05, 0.03, 0.00], [0.04, 0.01, -0.01], [0.02, 0.01, -0.01], [-0.01, 0.01, 0.01], [-0.02, 0.00, 0.01], [0.00, 0.02, 0.01], [-0.02, 0.01, -0.01], [0.00, -0.01, 0.00], [0.00, 0.00, 0.00], [0.00, 0.00, 0.00], [0.00, 0.00, -0.01], [0.00, 0.00, -0.01], [0.01, 0.01, 0.01], [0.03, -0.02, -0.02], [0.01, 0.00, 0.00], [0.00, 0.01, 0.01], [0.01, 0.00, 0.00], [-0.01, -0.01, 0.00]],
  "lowdin_charge": [0.33, 0.69, -1.89, 0.63, 0.53, 1.09, -0.57, -0.17, -0.05, -0.01, -0.15, 0.00, -0.03, -0.09, -0.27, 0.92, -0.36, -0.11, -0.06, -0.05, -0.05, -0.09, -0.42, -0.08, -0.06, -0.05, -0.06, -0.14, -0.17, 0.08, 0.12, 0.12, 0.13, 0.12, 0.11, 0.06, 0.11, 0.11, 0.12, 0.11, 0.11, 0.11, 0.11, 0.12, 0.11]
}

***

4.
{
  "formula": "C23H16BCl3N13O4Sr",
  "method": "ωB97M-V/def2-TZVPD",
  "s2": 0.755,
  "spin_multiplicity": 2,
  "orbital_gap_ev": [7.067, 4.128],
  "lumo_ev": [-1.2, -4.2],
  "e_homo_ev": [-8.3, -8.3],
  "elements": ["Sr", "C", "C", "N", "N", "C", "B", "N", "C", "C", "C", "N", "N", "C", "C", "C", "N", "N", "C", "C", "C", "N", "H", "H", "H", "H", "H", "H", "H", "H", "H", "H", "H", "H", "N", "C", "N", "C", "N", "Cl", "C", "Cl", "Cl", "C", "N", "O", "C", "O", "C", "C", "C", "C", "C", "C", "N", "O", "O", "H", "H", "H", "H"],
  "xyz": [[0.714, 0.036, -0.250], [-2.208, 3.744, -1.126], [-1.399, 2.675, -1.520], [-0.835, 2.099, -0.465], [-1.268, 2.778, 0.625], [-2.092, 3.776, 0.246], [-0.705, 2.373, 2.008], [-1.152, 0.923, 2.401], [-1.878, 0.617, 3.498], [-2.154, -0.731, 3.482], [-1.551, -1.188, 2.310], [-0.955, -0.196, 1.661], [0.850, 2.520, 1.953], [1.533, 3.656, 2.205], [2.868, 3.434, 1.953], [2.915, 2.106, 1.524], [1.702, 1.563, 1.510], [-1.218, 3.287, 3.126], [-0.653, 3.475, 4.347], [-1.589, 4.050, 5.165], [-2.732, 4.165, 4.351], [-2.511, 3.692, 3.138], [-2.791, 4.400, -1.748], [-1.188, 2.300, -2.510], [-2.545, 4.417, 0.980], [-2.169, 1.368, 4.212], [-2.713, -1.295, 4.207], [-1.524, -2.187, 1.902], [1.029, 4.544, 2.545], [3.681, 4.128, 2.063], [3.770, 1.522, 1.218], [0.360, 3.171, 4.550], [-1.468, 4.348, 6.192], [-3.700, 4.572, 4.597], [1.271, -0.055, -2.690], [1.580, -0.341, -3.783], [1.881, -0.567, -5.010], [2.579, -1.648, -5.314], [3.186, -2.576, -5.651], [-4.605, 0.197, -2.306], [-3.975, -0.390, -0.762], [-3.881, 0.916, 0.411], [-4.981, -1.712, -0.145], [-2.628, -0.929, -0.993], [-1.584, -1.367, -1.165], [3.708, -3.317, 0.365], [2.685, -2.961, -0.354], [2.017, -2.017, 0.052], [2.426, -3.755, -1.564], [1.121, -3.813, -2.050], [0.858, -4.552, -3.186], [1.907, -5.211, -3.801], [3.208, -5.160, -3.341], [3.471, -4.421, -2.202], [1.623, -5.999, -5.021], [0.513, -5.903, -5.497], [2.527, -6.669, -5.469], [0.331, -3.273, -1.546], [-0.132, -4.612, -3.613], [3.986, -5.671, -3.886], [4.482, -4.337, -1.828]],
  "atomic_forces_ev_per_a": [[-0.16, -0.12, -0.66], [0.01, 0.03, -0.02], [0.00, -0.03, 0.00], [0.02, 0.01, 0.13], [-0.05, 0.03, -0.07], [0.03, 0.00, -0.02], [-0.01, 0.01, 0.11], [-0.03, -0.02, 0.11], [-0.01, -0.04, -0.04], [-0.03, 0.01, 0.01], [0.02, -0.03, -0.08], [0.02, 0.28, 0.17], [0.01, 0.10, 0.07], [-0.01, -0.02, -0.06], [0.03, -0.01, 0.01], [0.00, 0.02, -0.07], [-0.09, 0.14, 0.33], [0.05, -0.02, -0.04], [-0.01, -0.02, -0.02], [-0.02, 0.01, 0.02], [0.02, -0.01, 0.00], [-0.03, -0.01, 0.01], [0.00, 0.00, 0.00], [0.00, 0.00, 0.00], [0.00, 0.00, -0.01], [0.01, 0.02, 0.00], [0.00, 0.00, 0.00], [0.01, 0.00, 0.01], [-0.01, 0.00, 0.00], [0.00, 0.00, 0.00], [0.00, -0.01, 0.00], [0.01, 0.00, -0.01], [0.00, 0.00, 0.00], [0.00, 0.00, 0.00], [-0.02, 0.03, 0.06], [0.13, -0.04, -0.15], [-0.05, -0.01, 0.15], [-0.04, 0.02, 0.02], [-0.01, -0.12, 0.08], [0.01, 0.00, 0.00], [-0.05, 0.03, 0.03], [-0.02, -0.06, -0.01], [0.00, 0.00, -0.01], [-0.02, 0.00, 0.00], [0.07, 0.02, 0.04], [0.07, -0.01, 0.00], [-0.18, 0.08, -0.01], [0.24, -0.32, 0.09], [0.07, -0.10, -0.11], [0.04, 0.08, 0.08], [-0.01, 0.02, -0.09], [0.01, 0.02, 0.08], [0.02, -0.02, -0.06], [-0.06, 0.02, 0.04], [0.17, 0.20, -0.17], [-0.09, -0.08, 0.03], [-0.05, -0.07, 0.05], [-0.01, -0.01, -0.03], [-0.01, 0.00, 0.02], [0.00, 0.01, 0.01], [0.00, 0.00, -0.02]],
  "lowdin_charge": [1.39, -0.06, -0.16, -0.06, -0.02, -0.10, -0.66, 0.01, -0.07, -0.05, -0.17, -0.08, -0.01, -0.08, -0.05, -0.15, -0.08, -0.04, -0.10, -0.06, -0.15, 0.06, 0.10, 0.11, 0.10, 0.11, 0.10, 0.11, 0.13, 0.10, 0.11, 0.12, 0.09, 0.10, -0.04, -0.41, 0.06, -0.41, 0.09, 0.65, -1.60, 0.73, 0.63, -0.37, 0.18, 0.29, -0.50, -0.07, -0.13, 0.02, 0.03, -0.13, 0.02, 0.02, -0.34, 0.09, 0.09, 0.10, 0.13, 0.13, 0.13]
}

***

For the records above, the corresponding ΔE to the lowest compared entry with this formula, charge and spin values read 105.64; 174.54; 13.63; 20.40 kJ/mol.